{"formula": "C4H6P2", "method": "ωB97M-V/def2-TZVPD", "energy_ha": -838.527365, "relative_energy_ev": 3.504, "gap_ev": 9.31, "homo_ha": -0.314, "lumo_ha": 0.028, "max_force_ev_per_a": 5.4, "elements": ["P", "P", "C", "C", "C", "C", "H", "H", "H", "H", "H", "H"], "positions_angstrom": [[0.313, -1.182, -0.007], [-1.607, -1.671, -0.879], [-0.285, 0.342, 0.894], [0.240, 0.592, -0.487], [1.344, 1.385, 0.106], [0.926, 1.130, 1.349], [-0.449, 0.918, -1.916], [-1.040, -2.193, -2.045], [-1.289, 0.432, 1.279], [1.333, 1.289, 2.329], [-1.666, -2.932, -0.288], [2.180, 1.890, -0.336]], "lowdin_charge": [0.6880, 0.4929, -0.4983, -0.5801, -0.1344, -0.1115, 0.2187, -0.1665, 0.0892, 0.0905, -0.1789, 0.0904]}